[1]
Entry from the Open Molecules 2025 dataset: a molecular structure, C3H3NS3 in a non-equilibrium geometry (ωB97M-V with the def2-TZVPD basis set).

Output
- Spin multiplicity: 1
- E_LUMO: -1.020 eV
- Frontier orbital gap: 7.89 eV

Element x y z (Å)
C1 -0.6603 -0.8774 -1.2452
C2 0.5138 -0.1118 -0.6431
C3 -0.2281 1.0218 1.6165
H1 -1.6188 -0.7830 -0.6921
H2 1.4567 0.1363 -1.3667
H3 -0.5507 1.8822 2.2600
N1 0.2804 -0.1044 2.0838
S1 -0.5549 -1.5859 -2.7634
S2 0.3164 1.5099 -0.0125
S3 1.0455 -1.0877 0.7627

Force components x, y, z for each atom (eV/Å):
C 0.3 0.6 -2.6
C 2.1 -0.2 -1.8
C 2.8 -1.4 0.9
H 0.7 -0.4 -0.2
H -2.4 -1.4 1.3
H -0.1 -1.3 -0.4
N -1.4 1.5 -2.1
S -0.3 0.9 2.6
S -1.5 1.1 0.4
S -0.3 0.7 2.0

Löwdin charges, unit e, in atom order: -0.711 -1.067 -0.535 0.069 0.118 0.085 -0.299 0.644 0.855 0.841



[2]
Entry from the Open Molecules 2025 dataset: 8 unconnected molecules or ions with the total composition C30H60O14 in a non-equilibrium geometry (ωB97M-V with the def2-TZVPD basis set).

Output
- Spin multiplicity: 1
- E_LUMO: 0.473 eV
- Structure (SMILES): CCOC(C)=O.CCOC(C)=O.CCOC(C)=O.CCOC(C)=O.CCOC(C)=O.CCOC(C)=O.CC(C)=O.CC(C)=O
- Frontier orbital gap: 10.13 eV

Element x y z (Å)
C1 -1.9660 -3.8838 -1.8863
C2 -2.8510 -5.1198 -2.2173
O1 -2.8270 -5.2808 -3.6203
C3 -3.2650 -6.3768 -4.1943
C4 -3.0730 -6.4388 -5.6043
O2 -3.7690 -7.3208 -3.5223
H1 -2.2480 -2.9238 -2.5123
H2 -0.8870 -4.2958 -2.1333
H3 -2.0420 -3.5398 -0.8223
H4 -2.4600 -5.9458 -1.5693
H5 -3.8770 -4.8728 -2.0443
H6 -3.1750 -7.3828 -6.0683
H7 -2.1100 -6.1148 -5.8903
H8 -3.6800 -5.7128 -6.1543
C5 -3.3960 1.4452 2.9417
C6 -2.6880 0.1672 2.5487
O3 -3.4720 -0.7238 1.7937
C7 -3.2060 -2.0208 1.6457
C8 -4.3220 -2.7278 1.0637
O4 -2.1630 -2.5668 2.0267
H9 -2.5020 2.2192 3.2917
H10 -4.1750 1.2792 3.7937
H11 -3.6530 1.7522 1.8747
H12 -1.9050 0.4232 1.9417
H13 -2.4000 -0.2958 3.4287
H14 -5.3580 -2.4268 1.3647
H15 -4.3100 -3.8268 1.3307
H16 -4.2630 -2.6988 0.0657
C9 1.2710 -0.0468 1.7647
C10 0.9880 -0.0318 0.1787
O5 -0.3690 0.3392 0.0357
C11 -0.9520 0.2952 -1.1573
C12 -2.4780 0.3322 -1.1363
O6 -0.2990 0.1882 -2.2793
H17 2.2170 -0.1498 1.9337
H18 0.7900 -0.9518 2.2767
H19 0.5960 0.8432 2.2417
H20 1.6310 0.7042 -0.4823
H21 1.2620 -0.9168 -0.2353
H22 -2.9390 -0.6168 -0.8413
H23 -2.7060 0.3142 -2.2033
H24 -2.8780 1.0132 -0.5623
C13 4.7780 -0.9068 -1.1183
C14 4.8820 0.2662 -0.1583
O7 3.9770 1.3452 -0.4883
C15 3.8220 2.3652 0.4147
C16 2.8630 3.3802 -0.1243
O8 4.4060 2.4832 1.4677
H25 3.9970 -1.4688 -0.7673
H26 5.7230 -1.4378 -1.1423
H27 4.5430 -0.5068 -2.0973
H28 4.5470 -0.1568 0.7847
H29 5.7920 0.7302 -0.1633
H30 2.4000 2.8632 -1.0483
H31 3.3200 4.2462 -0.3873
H32 2.1250 3.6892 0.6857
C17 2.0620 -2.3668 -3.8483
C18 2.4040 -1.2758 -4.8623
O9 3.7470 -1.2928 -5.0373
C19 4.4030 -0.3608 -5.7873
C20 5.8600 -0.5318 -5.8343
O10 3.7610 0.3692 -6.5073
H33 2.1370 -3.2018 -4.3283
H34 1.0310 -2.1198 -3.2723
H35 2.6940 -2.3728 -3.0483
H36 1.6150 -1.6478 -5.4353
H37 2.2960 -0.1498 -4.6853
H38 6.2300 -1.4478 -6.3083
H39 6.3770 -0.4458 -4.8893
H40 6.1500 0.0832 -6.5493
C21 0.5160 7.9052 4.9237
C22 0.0410 6.7842 4.0647
O11 0.3870 5.5372 4.6827
C23 0.0720 4.3962 4.1467
C24 0.4100 3.1892 4.9877
O12 -0.3360 4.2872 2.9607
H41 0.5550 8.8182 4.5227
H42 1.5730 7.6672 4.9047
H43 0.0420 8.0712 5.8757
H44 -0.9760 6.7572 3.6607
H45 0.5480 6.7602 3.1187
H46 -0.1480 2.2312 4.7917
H47 0.2830 3.6732 5.9027
H48 1.2630 3.0312 4.6147
C25 -0.5770 -2.1768 5.1467
C26 -0.8910 -2.1348 6.5927
C27 -0.0660 -3.1428 7.4407
O13 -1.8580 -1.4318 7.1527
H49 -0.2040 -3.2618 4.9367
H50 0.3210 -1.5868 4.9697
H51 -1.5160 -1.9008 4.5137
H52 -0.2870 -4.3758 7.2167
H53 -0.4060 -2.9778 8.5107
H54 0.8740 -2.8178 7.2057
C28 -2.2090 2.3442 -4.2273
C29 -2.3120 3.2282 -3.0383
C30 -1.0250 3.6962 -2.4223
O14 -3.5190 3.4382 -2.5563
H55 -2.0890 2.8632 -5.0933
H56 -3.1060 1.7142 -4.3403
H57 -1.4120 1.6732 -4.2743
H58 -0.2970 3.9682 -3.1883
H59 -0.5380 2.9242 -1.8233
H60 -1.1420 4.6122 -1.7493

Force components x, y, z for each atom (eV/Å):
C 1.0 0.4 -1.3
C 0.3 1.4 1.3
O 1.4 0.5 -0.8
C -2.0 -4.0 4.2
C -0.1 1.2 -2.6
O 1.3 2.6 -1.8
H 0.7 -2.1 0.9
H -1.9 1.6 0.6
H 0.2 -0.8 -0.8
H -0.7 0.2 -1.2
H -0.7 -0.3 0.9
H -0.6 -1.1 0.1
H 1.5 0.5 0.1
H -0.4 -0.1 0.3
C 1.3 1.2 -0.3
C -0.8 0.2 1.1
O -1.8 -0.1 -0.6
C 2.7 0.0 2.4
C -2.7 -2.8 3.1
O -1.6 1.2 -0.8
H -2.5 -2.0 -0.7
H 1.1 0.7 -2.1
H -1.0 0.7 1.8
H 2.4 0.6 -1.2
H 1.1 -1.3 1.5
H 1.1 0.4 -0.2
H 0.5 1.2 -0.2
H 0.1 0.2 -4.0
C -8.7 0.9 -1.4
C 1.7 4.2 1.6
O -1.1 -0.6 -0.4
C 2.0 -0.9 -4.1
C 2.8 -4.4 -3.7
O -2.5 0.4 5.0
H 5.8 0.4 1.3
H 0.4 0.9 -1.2
H 2.5 -1.7 -1.0
H -1.1 -1.0 1.9
H -0.1 -3.1 -1.3
H 0.7 -0.2 0.5
H -0.4 0.9 0.2
H -2.0 4.0 2.6
C 1.3 2.6 -0.8
C -2.3 -0.7 0.3
O -0.5 0.1 0.3
C 0.7 0.2 0.2
C -3.1 -3.2 0.2
O -0.2 -0.7 -0.7
H -1.8 -1.9 0.4
H 0.0 -0.2 0.0
H 0.0 -0.2 -0.4
H 0.6 0.5 0.6
H 2.7 0.7 0.5
H 0.2 1.3 1.5
H 1.7 2.5 -1.0
H 0.7 -0.8 -1.1
C -3.2 6.5 4.0
C -1.8 2.9 3.2
O 3.9 -1.4 -1.1
C -2.7 -1.5 -1.1
C -0.1 -2.7 2.1
O 0.7 0.4 0.5
H -0.2 -5.3 -2.7
H 1.9 -0.9 -2.0
H 2.2 -0.1 2.2
H -0.2 0.4 -3.7
H -1.4 -1.6 0.6
H -0.8 -0.6 0.6
H 0.0 0.3 0.2
H 1.7 3.7 -2.6
C 0.8 -3.0 0.9
C -1.0 -0.5 -1.9
O -0.1 0.6 2.0
C -1.9 -1.7 -5.2
C -7.0 1.3 0.4
O 0.7 0.6 2.7
H -0.6 3.5 -2.4
H 0.5 0.1 1.4
H 0.1 -0.7 0.6
H -0.4 0.0 1.0
H 0.8 0.4 -0.5
H -0.1 1.5 0.3
H 0.6 -0.6 2.4
H 7.5 -1.5 -1.6
C -1.0 -1.4 -1.2
C -4.9 1.1 3.5
C -4.7 -2.0 1.1
O 4.9 -3.1 -3.0
H -1.0 1.8 0.0
H -0.2 0.5 -0.3
H 2.1 -0.4 1.0
H 0.8 3.8 0.2
H 0.9 -0.2 -1.2
H 3.1 0.0 0.0
C -1.9 -1.5 1.4
C -5.2 0.0 2.3
C -0.1 2.0 1.0
O 5.9 -0.5 -1.8
H 0.1 2.0 -2.6
H 0.1 0.6 0.2
H 1.7 -1.0 0.7
H -0.1 -0.1 -0.2
H -0.3 -0.2 -0.1
H -0.2 -1.3 -0.9

Löwdin population analysis, charges in e, atoms 1 to 99: -0.075 -0.234 -0.006 -0.533 0.009 0.053 0.106 0.109 0.058 0.143 0.110 0.086 0.082 0.110 -0.046 -0.275 -0.002 -0.541 0.010 0.068 0.127 0.112 0.092 0.070 0.081 0.119 0.125 0.026 -0.002 -0.172 -0.023 -0.421 0.060 0.000 -0.024 0.088 0.129 0.139 0.076 0.085 0.091 0.027 -0.036 -0.194 -0.056 -0.531 0.023 0.099 0.037 0.089 0.077 0.120 0.096 0.112 0.041 0.118 -0.043 -0.262 -0.017 -0.496 0.030 0.114 0.013 0.137 0.022 0.098 0.153 0.110 0.095 0.035 -0.043 -0.209 0.012 -0.514 0.056 0.027 0.033 0.094 0.087 0.132 0.116 0.116 0.078 0.011 -0.052 -0.434 -0.052 -0.034 0.117 0.079 0.096 0.162 0.089 0.023 -0.039 -0.399 -0.022 -0.024 0.055



[3]
Entry from the Open Molecules 2025 dataset: 4 unconnected molecules or ions with the total composition C25H26ClF18N2O9S in a non-equilibrium geometry (ωB97M-V with the def2-TZVPD basis set).

Output
- Total charge: +1
- Spin multiplicity: 1
- E_LUMO: -5.944 eV
- Frontier orbital gap: 6.72 eV

Element x y z (Å)
C1 -5.3483 0.0699 -2.4786
C2 -5.0750 -0.1461 -0.8911
Cl1 -4.4152 1.3308 -0.0379
C3 -4.2044 -1.4846 -0.7391
C4 -3.0979 -1.4644 0.4082
C5 -3.3201 -2.2768 1.7229
N1 -2.3351 -2.3459 2.8143
C6 -2.6257 -3.1733 4.0402
F1 -2.1713 -2.5829 5.2377
F2 -4.0671 -3.1079 4.1661
C7 -2.3035 -4.7293 3.8630
F3 -3.2950 -5.4317 4.6320
F4 -2.5442 -5.1548 2.5056
C8 -0.8770 -5.2665 4.3082
F5 0.0325 -4.3383 4.8456
F6 -1.0937 -6.2529 5.3356
C9 -0.0592 -6.0740 3.1495
F7 1.1941 -6.4116 3.7640
F8 -0.6560 -7.2992 2.8034
F9 0.2751 -5.2516 2.0425
C10 -1.0809 -1.6374 2.6452
N2 0.0149 -1.6676 3.6490
C11 -0.7414 -0.7611 1.3739
O1 0.4922 -0.0512 1.2693
C12 -1.7501 -0.6528 0.2033
C13 -1.4549 0.2178 -1.1178
O2 -0.6565 1.1978 -1.0916
O3 -2.0504 -0.0617 -2.3938
S1 -1.2148 -1.3087 -3.1987
H1 -4.6143 -0.5227 -3.1410
H2 -6.3914 -0.3783 -2.7017
H3 -5.3275 1.1629 -2.8002
H4 -6.1120 -0.3606 -0.4324
H5 -4.9468 -2.3387 -0.4862
H6 -3.6744 -1.8242 -1.7069
H7 -4.3251 -2.8409 1.7579
H8 -0.0920 -0.8588 4.2800
H9 0.9283 -1.6374 3.1476
H10 0.2708 0.8931 1.4765
H11 -0.7815 -2.2003 -2.2037
C14 2.1797 1.7679 -0.6741
C15 3.1389 2.8247 -0.1627
O4 4.4857 2.5036 -0.5380
C16 4.8661 2.8773 -1.7794
O5 4.1536 3.4490 -2.5638
C17 6.3285 2.5124 -2.0152
F10 6.6253 1.2730 -1.5687
F11 7.1672 3.3594 -1.3808
F12 6.6719 2.5405 -3.3154
H12 2.4856 0.7749 -0.3337
H13 1.1670 1.9648 -0.3244
H14 2.1701 1.7415 -1.7664
H15 3.1138 2.8459 0.9295
H16 2.8618 3.8235 -0.5103
C18 -3.5795 6.3349 -5.8816
C19 -3.6198 4.9059 -5.3774
O6 -4.4851 4.7977 -4.2353
C20 -5.8016 4.6565 -4.5004
O7 -6.2687 4.6196 -5.6095
C21 -6.5936 4.5041 -3.2045
F13 -6.2011 5.3744 -2.2508
F14 -6.4550 3.2671 -2.6720
F15 -7.9132 4.7002 -3.3734
H17 -3.2970 7.0184 -5.0769
H18 -2.8630 6.4354 -6.6993
H19 -4.5615 6.6530 -6.2401
H20 -2.6233 4.6052 -5.0460
H21 -3.9214 4.2094 -6.1644
C22 8.4787 -0.2054 1.1843
C23 8.4226 -1.6325 1.6918
O8 7.5360 -1.7319 2.8192
C24 6.2252 -1.8664 2.5317
O9 5.7761 -1.9044 1.4137
C25 5.4091 -2.0098 3.8138
F16 5.7897 -1.1381 4.7705
F17 5.5301 -3.2422 4.3505
F18 4.0888 -1.8054 3.6173
H22 8.7503 0.4796 1.9916
H23 9.2097 -0.1104 0.3789
H24 7.5044 0.1159 0.8079
H25 9.4114 -1.9375 2.0413
H26 8.1314 -2.3299 0.9018

Force components x, y, z for each atom (eV/Å):
C -0.3 -0.4 -0.1
C -1.2 -1.0 -1.5
Cl -0.1 -1.0 -0.7
C 0.4 -1.1 1.1
C 2.1 -0.3 2.4
C 1.1 1.9 -2.6
N 1.3 2.0 -2.7
C -3.1 1.2 1.6
F -0.5 -1.7 -3.4
F 3.3 -0.2 -0.6
C -2.1 -2.2 0.1
F 2.6 2.0 -1.8
F 0.7 1.6 3.0
C 1.8 -2.1 1.8
F -2.5 -1.5 -1.4
F 0.5 2.5 -2.5
C 2.5 -1.3 0.3
F -3.2 0.9 -1.6
F 1.3 3.6 0.4
F -1.4 -2.1 2.5
C 1.4 1.5 -1.4
N -2.2 0.0 -1.9
C -2.8 -0.6 -1.4
O -2.9 -1.1 1.3
C -1.1 -2.5 2.8
C 3.0 3.8 -0.6
O -4.0 -4.5 0.7
O 0.7 -0.9 3.3
S 0.5 -0.7 -0.1
H -1.0 1.0 1.2
H 1.6 0.9 0.3
H -0.1 -1.5 0.6
H 1.9 0.6 -0.4
H 1.2 1.4 -0.4
H -0.9 0.9 1.5
H 2.1 0.9 0.6
H 0.2 -0.7 -0.2
H -1.0 0.2 0.5
H 0.4 -0.8 -0.4
H -0.7 1.0 -0.4
C 0.3 -0.1 -0.2
C -0.6 0.0 0.1
O 0.8 0.2 -0.6
C -1.8 0.5 0.5
O 1.0 -0.5 0.3
C 2.0 -0.5 -0.6
F -0.5 0.4 0.0
F -0.7 -0.1 0.0
F -0.7 0.1 0.6
H 0.0 0.1 0.1
H 0.3 0.1 -0.1
H -0.1 0.1 0.1
H 0.4 0.0 -0.1
H 0.2 -0.1 -0.1
C -0.3 0.2 0.1
C 0.6 0.2 -0.6
O -1.1 -0.4 0.4
C 1.3 0.1 -1.6
O -0.2 0.0 1.2
C -1.3 0.3 1.6
F 0.2 -0.3 -0.6
F 0.2 0.2 -0.5
F 0.8 -0.1 -0.4
H 0.1 -0.1 -0.1
H 0.0 -0.1 0.1
H 0.1 -0.1 -0.1
H -0.2 0.0 0.3
H -0.2 0.1 0.2
C -0.3 0.2 0.1
C 0.6 0.2 -0.6
O -1.3 -0.3 0.4
C 1.6 0.1 -1.5
O -0.3 0.0 1.1
C -0.7 -0.1 1.8
F 0.0 -0.2 -0.7
F 0.1 0.4 -0.6
F 0.5 0.0 -0.4
H 0.1 -0.1 -0.1
H -0.1 -0.1 0.1
H 0.1 -0.1 -0.1
H -0.3 0.0 0.3
H -0.2 0.1 0.2

Löwdin charges, unit e, in atom order: -0.103 -0.645 0.621 -0.175 -0.057 0.111 0.094 -0.243 0.128 0.070 -0.157 0.096 0.079 -0.192 0.097 0.090 -0.305 0.090 0.128 0.094 -0.044 0.111 -0.063 0.007 0.078 -0.400 0.090 -0.500 0.851 0.077 0.101 0.067 0.113 0.137 0.104 0.162 0.122 0.113 0.143 -0.083 -0.071 -0.195 0.021 -0.362 0.171 -0.511 0.148 0.160 0.163 0.084 0.043 0.090 0.125 0.130 -0.059 -0.207 0.016 -0.367 0.171 -0.506 0.157 0.129 0.165 0.085 0.085 0.081 0.125 0.125 -0.057 -0.198 0.026 -0.369 0.158 -0.509 0.158 0.161 0.134 0.086 0.088 0.066 0.129 0.127